Entry 1:
C3H8NO2 | ωB97M-V/def2-TZVPD

The value obtained for the maximum force is 0.84 eV Å⁻¹. Its LUMO energy is -0.15902 Eh. The charge is +1.

Each line ends with the Mulliken charge.
Atoms and positions in Å:
O  -0.88  -1.41  -0.37  -0.610
C  -2.06  -1.57  -0.27  0.205
O  -2.87  -0.58  0.05  -0.403
H  -2.55  -2.54  -0.42  0.362
H  -3.76  -0.91  0.17  0.370
C  2.41  0.47  0.31  -0.729
C  0.23  1.46  -0.15  -0.067
N  0.97  0.45  0.01  0.087
H  2.68  1.48  0.59  0.299
H  2.56  -0.24  1.12  0.308
H  2.93  0.13  -0.58  0.323
H  0.68  2.44  -0.07  0.258
H  -0.83  1.32  -0.34  0.220
H  0.49  -0.49  -0.04  0.377

---

Entry 2:
C3H8NO2 | ωB97M-V/def2-TZVPD

The value obtained for the maximum force is 6.28 eV Å⁻¹. Its LUMO energy (alpha / beta) is -0.15522 / -0.26460 Eh. The spin multiplicity is 3. The charge is +1. As for the expectation value of S²: 2.010.

Each line ends with the Mulliken spin population.
Atoms and positions in Å:
C  -0.21  -1.22  0.16  1.035
C  -0.24  -1.86  1.52  0.032
C  0.34  1.48  -0.46  0.574
N  0.99  1.97  -1.52  -0.007
O  -0.97  -1.53  -0.79  0.169
O  -0.09  2.29  0.40  -0.003
H  0.22  -0.18  -0.13  0.060
H  -0.34  -2.97  1.31  0.027
H  0.61  -1.63  2.09  -0.001
H  -1.12  -1.44  1.89  0.046
H  0.97  2.91  -1.88  0.023
H  1.42  1.38  -2.23  -0.004
H  -1.42  -2.43  -0.66  0.016
H  -0.16  3.24  0.30  0.032

---

Entry 3:
C3H8NO2S | ωB97M-V/def2-TZVPD

The value obtained for the maximum force is 0.33 eV Å⁻¹. Its LUMO energy is 0.12732 Eh. The charge is -1.

Each line ends with the Mulliken charge.
Atoms and positions in Å:
N  -2.57  -1.66  -0.85  -0.545
C  -1.41  -0.90  -0.47  0.636
O  -1.14  0.07  -1.22  -0.753
O  -0.81  -1.32  0.54  -0.721
H  -2.95  -2.21  -0.11  0.201
H  -3.25  -1.17  -1.41  0.211
C  0.56  1.74  1.03  -0.576
S  2.28  1.53  0.50  -0.187
C  2.17  -0.12  -0.24  -0.632
H  0.34  1.10  1.89  0.228
H  -0.10  1.46  0.21  0.129
H  0.44  2.78  1.31  0.315
H  3.08  -0.26  -0.82  0.318
H  2.06  -0.88  0.52  0.231
H  1.29  -0.16  -0.88  0.146

---

Entry 4:
C3H8NO3 | ωB97M-V/def2-TZVPD

The value obtained for the maximum force is 0.65 eV Å⁻¹. Its LUMO energy is 0.15886 Eh. The charge is -1.

Each line ends with the Mulliken charge.
Atoms and positions in Å:
N  2.16  2.45  0.31  -0.559
C  1.12  1.50  0.02  0.660
O  0.17  1.49  0.82  -0.702
O  1.32  0.78  -0.99  -0.834
H  2.73  2.67  -0.49  0.215
H  1.80  3.22  0.84  0.208
C  -0.56  -1.67  -0.25  -0.289
O  -0.57  -1.08  -1.53  -0.606
C  -1.80  -1.30  0.56  -0.853
H  -0.49  -2.76  -0.37  0.292
H  0.33  -1.31  0.29  0.218
H  0.05  -0.33  -1.47  0.492
H  -2.69  -1.56  -0.01  0.270
H  -1.80  -1.87  1.49  0.281
H  -1.76  -0.23  0.77  0.208

---

Entry 5:
C3H8NO3 | ωB97M-V/def2-TZVPD

The value obtained for the maximum force is 4.46 eV Å⁻¹. Its LUMO energy is 0.15476 Eh. The charge is -1.

Each line ends with the Mulliken charge.
Atoms and positions in Å:
C  -0.58  -0.39  -1.65  -0.640
C  -1.28  -0.78  -0.25  -0.599
C  -0.11  -0.76  0.70  0.457
O  0.50  -1.78  1.07  -0.741
O  0.25  0.43  1.02  -0.786
N  0.08  0.88  -1.85  -0.647
H  -0.03  -1.33  -1.77  0.269
H  -1.48  -0.53  -2.31  0.253
H  -1.96  0.03  0.07  0.283
H  -1.91  -1.65  -0.25  0.377
H  1.03  0.73  -1.48  0.359
H  -0.34  1.54  -1.21  0.325
H  2.54  0.73  2.78  0.280
H  1.28  1.36  2.26  0.495
O  2.03  1.54  2.87  -0.686

---

Entry 6:
C3H8NO3 | ωB97M-V/def2-TZVPD

The value obtained for the maximum force is 2.18 eV Å⁻¹. Its LUMO energy (alpha / beta) is 0.25603 / 0.24461 Eh. The spin multiplicity is 2. The charge is -2. As for the expectation value of S²: 0.756.

Each line ends with the Mulliken spin population.
Atoms and positions in Å:
O  0.35  0.34  -2.01  -0.120
C  -0.53  0.74  -1.19  0.635
N  -0.68  0.35  0.23  0.303
C  0.26  -0.68  0.58  0.088
O  0.35  -0.82  1.97  -0.032
C  -1.32  2.04  -1.58  0.191
H  -1.48  -0.06  -0.93  -0.001
H  1.24  -0.55  0.11  0.057
H  0.01  -1.67  0.09  0.040
H  -1.85  1.76  -2.49  -0.067
H  -2.04  2.21  -0.78  -0.023
H  -0.64  2.90  -1.73  -0.073
H  0.95  -1.60  2.20  0.002
H  3.08  -2.41  3.06  0.000
O  2.31  -2.55  2.50  0.000

---

Entry 7:
C3H8NO3P | ωB97M-V/def2-TZVPD

The value obtained for the maximum force is 3.39 eV Å⁻¹. Its LUMO energy is 0.01937 Eh.

Each line ends with the Mulliken charge.
Atoms and positions in Å:
C  1.34  1.88  -0.96  -1.010
C  0.52  0.75  -0.39  0.888
C  0.69  -0.54  -1.17  -0.980
N  -0.51  -1.90  1.75  -0.653
O  -2.30  0.03  2.27  -0.443
O  -2.41  -1.23  -0.04  -0.552
O  -0.17  0.86  0.60  -0.523
P  -1.61  -0.96  1.18  0.866
H  0.51  2.20  -1.60  0.295
H  2.17  1.58  -1.59  0.337
H  0.40  -0.58  -2.20  0.352
H  1.70  -0.96  -1.26  0.338
H  0.12  -1.30  -0.61  0.151
H  -0.54  -2.62  1.10  0.307
H  -1.75  0.16  3.04  0.349
H  1.84  2.64  -0.13  0.280

---

Entry 8:
C3H8NO3S | ωB97M-V/def2-TZVPD

The value obtained for the maximum force is 3.83 eV Å⁻¹. Its LUMO energy is 0.01057 Eh. The charge is -1.

Each line ends with the Mulliken charge.
Atoms and positions in Å:
O  -1.43  2.10  0.14  -0.702
C  -1.40  0.84  -0.05  0.429
O  -2.35  0.03  0.23  -0.732
C  -0.02  0.11  -0.37  0.466
C  0.93  0.17  0.92  -0.982
S  2.43  -0.95  1.04  -0.335
N  0.61  0.89  -1.50  -0.637
H  -0.18  -0.95  -0.70  0.134
H  0.27  -0.22  1.70  0.353
H  1.24  1.22  0.90  0.427
H  2.62  1.32  -1.28  0.426
H  1.84  1.05  -1.18  -0.325
H  0.38  1.88  -1.25  0.424
H  -2.04  -1.82  0.45  0.421
H  -0.99  -2.88  0.53  0.302
O  -1.92  -2.78  0.41  -0.668

---

Entry 9:
C3H8NO7PS | ωB97M-V/def2-TZVPD

The value obtained for the maximum force is 3.54 eV Å⁻¹. As for the structure (SMILES): NCC[C@@]([O-])([P@](=O)([O-])O)S(=O)(=O)O. Its LUMO energy is 0.22232 Eh. The charge is -2.

Each line ends with the Mulliken charge.
Atoms and positions in Å:
C  0.08  0.87  -1.07  -0.840
C  -0.63  2.15  -0.66  -0.547
C  -0.80  -0.61  -0.55  0.458
N  -0.04  2.83  0.50  -0.874
O  -0.54  -3.20  0.15  -0.563
O  1.58  -2.01  -0.67  -0.818
O  -0.23  0.66  2.30  -0.881
O  -0.26  -2.69  -2.31  -0.839
O  -0.23  -1.76  2.26  -0.840
O  1.74  -0.48  1.38  -0.555
O  -2.01  -0.51  -0.42  -0.735
P  0.10  -2.20  -0.95  0.875
S  0.07  -0.53  1.47  0.941
H  1.07  0.77  -0.64  0.449
H  0.13  0.74  -2.15  0.412
H  -0.62  2.87  -1.50  0.304
H  -1.67  1.92  -0.42  0.318
H  1.86  -1.12  0.62  0.482
H  0.97  2.88  0.34  0.263
H  -0.14  2.18  1.29  0.499
H  -0.42  -2.75  1.04  0.492

---

Entry 10:
C3H8NOP | ωB97M-V/def2-TZVPD

The value obtained for the maximum force is 4.04 eV Å⁻¹. As for the structure (SMILES): CC1(C)OP1N. Its LUMO energy is 0.03806 Eh.

Each line ends with the Mulliken charge.
Atoms and positions in Å:
C  0.28  0.15  0.32  0.948
C  0.85  1.11  1.33  -1.229
C  -0.95  -0.71  0.71  -1.232
N  -0.21  -0.44  -2.42  -0.445
O  1.37  -0.57  -0.27  -0.431
P  0.84  0.47  -1.44  0.021
H  1.10  1.93  0.61  0.343
H  1.70  0.75  1.81  0.300
H  0.19  1.66  2.08  0.308
H  -1.61  -0.05  1.38  0.283
H  -0.76  -1.58  1.23  0.321
H  -1.45  -0.99  -0.20  0.335
H  -0.85  -0.38  -3.16  0.228
H  -0.50  -1.34  -1.97  0.250

---

Entry 11:
C3H8NOS | ωB97M-V/def2-TZVPD

The value obtained for the maximum force is 3.12 eV Å⁻¹. As for the structure (SMILES): N[C@H](C[O-])CS. Its LUMO energy is 0.12313 Eh. The charge is -1.

Each line ends with the Mulliken charge.
Atoms and positions in Å:
C  -1.11  -1.31  -0.05  -0.625
O  -2.21  -1.19  0.70  -0.870
C  -0.25  0.10  -0.07  -0.155
C  1.04  0.15  -0.92  -0.599
S  1.35  2.01  -1.21  -0.334
N  0.08  0.59  1.36  -0.636
H  -0.38  -1.81  0.56  0.230
H  -1.41  -1.64  -1.09  0.226
H  -0.90  0.90  -0.34  0.433
H  0.62  -0.11  -1.87  0.291
H  1.90  -0.51  -0.75  0.376
H  1.33  2.33  0.11  0.157
H  -0.80  0.55  1.89  0.288
H  0.72  -0.05  1.68  0.216

---

Entry 12:
C3H8NOS | ωB97M-V/def2-TZVPD

The value obtained for the maximum force is 3.37 eV Å⁻¹. As for the structure (SMILES): [NH3+][C@@H](C=O)CS. Its LUMO energy is -0.15370 Eh. The charge is +1.

Each line ends with the Mulliken charge.
Atoms and positions in Å:
O  0.76  0.32  1.87  -0.415
C  -0.32  0.09  1.40  -0.232
C  -0.49  -0.32  -0.13  0.225
C  -0.05  0.80  -1.08  -0.693
S  -0.97  2.27  -0.51  -0.195
N  0.64  -1.46  -0.18  -0.518
H  -1.27  0.05  1.99  0.404
H  -1.43  -0.86  -0.26  0.368
H  -0.44  0.64  -2.12  0.383
H  1.07  1.09  -1.06  0.361
H  -0.46  2.56  0.76  0.206
H  0.95  -1.61  -1.16  0.370
H  0.44  -2.39  0.22  0.346
H  1.58  -1.17  0.27  0.390

---

Entry 13:
C3H8NOS | ωB97M-V/def2-TZVPD

The value obtained for the maximum force is 1.35 eV Å⁻¹. As for the structure (SMILES): [NH3+][C@H](C=O)CS. Its LUMO energy is -0.15150 Eh. The charge is +1.

Each line ends with the Mulliken charge.
Atoms and positions in Å:
O  2.13  -1.01  -0.92  -0.429
C  1.23  -0.25  -0.79  0.109
C  -0.05  -0.71  -0.05  0.049
C  -0.65  0.41  0.79  -0.995
S  -1.41  1.68  -0.25  -0.135
N  0.46  -1.81  0.89  -0.369
H  1.25  0.80  -1.10  0.350
H  -0.71  -1.27  -0.71  0.368
H  -1.37  -0.01  1.50  0.388
H  0.14  0.87  1.38  0.435
H  -0.54  2.66  0.04  0.176
H  1.03  -2.45  0.33  0.358
H  1.03  -1.48  1.67  0.338
H  -0.36  -2.29  1.26  0.357

---

Entry 14:
C3H8NOS2 | ωB97M-V/def2-TZVPD

The value obtained for the maximum force is 6.95 eV Å⁻¹. Its LUMO energy (alpha / beta) is 0.01092 / 0.01221 Eh. The spin multiplicity is 2. As for the expectation value of S²: 0.752.

Each line ends with the Mulliken spin population.
Atoms and positions in Å:
N  0.54  -0.15  -1.81  0.829
C  0.25  -0.67  -0.41  0.186
C  -1.31  -0.70  -0.34  0.202
O  -1.92  -0.76  -1.38  0.077
C  0.92  0.26  0.50  0.249
S  0.65  0.10  2.40  -0.014
S  -1.17  0.68  2.86  0.024
H  0.53  0.92  -1.80  -0.237
H  1.60  -0.31  -2.13  -0.315
H  -0.08  -0.41  -2.46  -0.051
H  0.49  -1.84  -0.20  0.105
H  -1.91  -0.81  0.61  0.019
H  2.02  0.34  0.60  -0.047
H  0.79  1.37  0.25  -0.026
H  -1.40  2.00  3.32  0.000

---

Entry 15:
C3H8NP | ωB97M-V/def2-TZVPD

The value obtained for the maximum force is 3.63 eV Å⁻¹. Its LUMO energy (alpha / beta) is 0.02328 / -0.04141 Eh. The spin multiplicity is 3. As for the expectation value of S²: 2.016.

Each line ends with the Mulliken spin population.
Atoms and positions in Å:
C  -2.15  -1.60  -0.89  -0.148
C  -0.09  1.20  0.87  -0.008
C  1.86  0.18  -0.11  -0.023
N  0.67  -0.07  0.69  0.939
P  -0.52  -1.80  -0.81  1.042
H  -2.80  -2.27  -1.54  0.043
H  -2.72  -0.85  -0.21  0.049
H  0.61  1.92  1.04  0.012
H  -0.53  1.66  0.01  0.025
H  -0.76  0.99  1.68  0.009
H  2.26  -0.84  -0.19  0.002
H  1.65  0.60  -1.05  0.020
H  2.51  0.88  0.51  0.038

---

Entry 16:
C3H8NS | ωB97M-V/def2-TZVPD

The value obtained for the maximum force is 3.17 eV Å⁻¹. Its LUMO energy is 0.15643 Eh. The charge is -1.

Each line ends with the Mulliken charge.
Atoms and positions in Å:
C  -1.74  -1.12  -0.21  -0.785
S  -0.73  -1.52  1.22  -0.696
H  -1.67  -1.96  -0.91  0.182
H  -1.68  -0.20  -0.76  0.196
H  -2.74  -1.11  0.19  0.205
C  1.83  0.14  0.36  -0.679
C  0.21  1.60  -0.34  -0.267
N  1.43  1.26  -0.40  -0.511
H  1.72  -0.89  -0.15  0.200
H  2.91  0.06  0.43  0.306
H  1.30  0.05  1.36  0.274
H  -0.31  2.17  -1.25  0.207
H  -0.52  1.52  0.45  0.368

---

Entry 17:
C3H8NS2 | ωB97M-V/def2-TZVPD

The value obtained for the maximum force is 4.84 eV Å⁻¹. As for the structure (SMILES): C=C[C@@H]([NH3+])SS. Its LUMO energy is -0.13769 Eh. The charge is +1.

Each line ends with the Mulliken charge.
Atoms and positions in Å:
C  1.55  1.32  -0.88  -0.664
C  0.89  0.94  0.20  -0.190
C  -0.23  0.00  0.17  -0.312
N  -0.17  -1.20  1.16  -0.266
S  -3.22  0.30  -0.73  -0.154
S  -1.93  0.82  0.79  0.026
H  2.33  2.15  -0.80  0.250
H  1.27  0.80  -1.69  0.316
H  1.09  1.42  1.22  0.247
H  -0.43  -0.46  -0.72  0.536
H  0.74  -1.53  0.96  0.359
H  -0.23  -1.16  2.14  0.300
H  -0.88  -1.86  0.91  0.352
H  -3.20  1.28  -1.59  0.200